(1)
ORCA calculation (the ωB97M-V functional and the def2-TZVPD basis) on a structure of composition C27H20N7O4PdS2.

Results
frontier orbital gap	6.23	eV
multiplicity	1
net charge	-1
HOMO level	-3.90	eV

XYZ file:
```
61
Properties=species:S:1:pos:R:3:forces:R:3
O 2.88079 3.86117 -3.57377 0.000 0.007 0.040
C 0.77917 -2.30886 3.64694 -0.099 0.099 -0.100
N 2.60132 -0.23809 -0.35285 0.054 -0.108 -0.044
H 0.20631 7.96803 1.65557 -0.020 -0.004 -0.017
H 0.26490 -3.64634 5.23850 -0.009 0.003 0.000
C 4.61653 -0.35347 -1.58177 0.022 0.005 0.034
H 5.17045 -0.31843 1.76587 -0.013 -0.019 0.010
H 0.67406 7.89402 -1.91591 -0.001 0.004 0.002
Pd 0.64307 -0.00089 -0.02228 -0.080 0.143 0.024
H 1.74680 5.99767 -3.10978 -0.001 -0.003 0.001
H 1.63803 6.04764 1.82797 0.003 0.002 0.002
C -1.26561 -3.51015 2.22225 0.068 0.017 -0.077
C 1.11849 7.07833 -1.35683 -0.003 0.008 0.036
N 0.51188 8.17603 0.71857 0.040 0.038 0.007
C 1.07938 7.09642 0.03514 -0.008 -0.033 -0.024
H -4.98783 1.39625 1.22694 0.001 0.001 0.004
C 2.46476 -0.49321 2.04346 -0.065 0.205 0.361
S 3.02006 3.60021 -2.15391 -0.117 0.021 -0.014
N -0.71102 -2.21980 0.25502 -0.190 -0.658 -0.318
C -3.95712 1.12550 1.03384 0.005 0.058 -0.003
H -1.61270 -4.68554 3.97669 0.010 0.003 0.006
C 2.25900 4.99342 0.07214 0.019 0.010 0.042
N 0.23833 1.04275 -1.77304 0.003 -0.021 0.004
C 0.03878 -3.33118 4.22683 -0.022 -0.047 0.022
H 2.62142 -0.24759 -2.40484 -0.006 -0.031 -0.004
C -2.30950 -0.44439 0.29721 -0.120 0.009 0.293
N -1.33061 0.43356 0.54863 -0.064 -0.052 0.022
C 3.23769 -0.28867 -1.51891 0.025 0.154 0.040
C 1.65984 6.04040 0.74403 -0.004 0.013 -0.012
C 4.66752 -0.30768 0.80977 -0.047 0.095 0.037
C -1.89879 -1.84385 -0.19285 0.081 0.109 0.232
C 3.28512 -0.27269 0.79667 0.073 -0.036 -0.128
C -1.00523 -3.91063 3.52234 0.011 -0.022 0.059
H -1.94128 1.79528 -4.18221 0.001 0.011 0.004
H 6.42206 -0.36274 -0.42223 -0.003 0.000 -0.003
H -0.79931 2.31357 1.18631 -0.001 -0.002 0.006
N 1.17365 -0.78746 1.74827 0.520 -0.350 -0.474
C 1.71887 6.02402 -2.02874 -0.009 -0.006 -0.018
O 4.34766 3.43523 -1.62490 0.009 -0.028 0.032
C 0.50936 -1.87545 2.34663 -0.378 0.152 0.337
H -1.62409 0.11099 -2.19193 0.014 -0.010 -0.030
C 2.29095 4.98416 -1.31714 0.006 -0.031 -0.041
C -2.93150 2.02260 1.30480 -0.033 0.004 0.000
H 2.70406 4.17220 0.61996 -0.004 -0.001 -0.002
O -2.67676 -2.37923 -0.98116 0.119 0.123 -0.282
H 5.10585 -0.38512 -2.54427 0.001 0.007 0.000
C 1.00103 2.03489 -2.24490 -0.141 0.146 0.115
N 2.14214 2.36902 -1.65927 0.122 -0.025 -0.086
H -3.12752 3.00508 1.71061 -0.004 0.001 -0.005
O 3.01886 -0.47411 3.13741 0.001 -0.255 -0.142
H -2.04799 -3.98887 1.64449 0.012 -0.001 -0.020
S 0.25641 2.80456 -3.64204 -0.030 -0.065 0.008
C -0.49830 -2.52620 1.58072 0.028 0.474 0.233
C -1.63412 1.64257 1.03071 0.064 0.008 -0.032
C -3.64141 -0.11181 0.51076 0.029 -0.047 -0.005
H 1.54523 -1.80449 4.21353 0.040 0.031 0.004
C 5.34010 -0.33999 -0.39923 0.009 0.002 -0.055
C -0.94047 0.89805 -2.47514 0.070 -0.093 -0.065
C -1.11584 1.75607 -3.49227 0.021 0.009 -0.040
H -0.18119 8.68843 0.19739 -0.011 -0.020 0.013
H -4.39091 -0.84819 0.25770 0.003 -0.009 0.010
```
Forces are in eV/Å.


(2)
ORCA calculation (the ωB97M-V functional and the def2-TZVPD basis) on a structure of composition C27H21BF2N6O3Re.

Results
frontier orbital gap (alpha / beta)	6.54 / 6.84	eV
multiplicity	2
HOMO level (alpha / beta)	-7.25 / -6.94	eV
⟨S²⟩	1.13

XYZ file:
```
61
Properties=species:S:1:pos:R:3:forces:R:3
H 0.36465 -6.68408 -0.88601 0.000 0.001 0.000
N -1.60992 1.05362 1.66607 0.031 0.095 0.041
N 2.58735 -1.99286 2.41763 0.034 -0.004 0.063
C -3.48759 3.09025 4.12294 0.000 0.017 -0.002
O -0.62322 1.29092 0.81335 -0.019 0.019 -0.009
H -4.74486 2.15913 -0.96943 0.000 -0.012 -0.005
C 0.52522 -3.31833 -0.40364 -0.033 -0.032 0.017
C 1.21261 -3.31734 0.82911 0.049 -0.034 0.022
H 4.55134 1.73286 -4.16715 0.001 -0.001 0.002
C -3.11849 0.80222 -1.12032 0.031 -0.060 -0.014
C -1.07346 1.67802 -2.15827 -0.052 -0.011 0.013
C 1.54860 -4.54186 1.42908 0.002 -0.004 0.047
H 3.49050 -0.35557 3.48740 -0.009 0.000 0.004
F -2.63875 -1.78169 -2.02724 0.012 0.008 0.011
C -2.96312 1.98159 3.48135 0.016 -0.031 0.005
H 2.22163 2.10657 -3.45310 0.001 -0.008 0.004
C 1.64426 -2.07782 1.45221 0.018 0.068 -0.061
C 1.94563 0.03455 1.94308 0.015 -0.026 -0.055
C -3.20283 4.37131 3.66602 0.000 -0.019 0.006
H -1.23191 3.55542 1.02470 0.003 0.000 -0.001
C 2.78172 1.26818 -3.07050 -0.007 0.051 0.010
C -3.73377 1.99696 -1.31836 0.002 0.036 -0.006
C 4.80718 -0.03697 -2.98166 -0.017 0.010 -0.001
H -3.61502 5.23218 4.17542 -0.002 -0.003 -0.001
C -3.05937 3.02873 -2.03159 -0.037 0.014 0.002
H 1.78096 1.09485 1.86913 0.000 -0.002 0.005
H -3.57991 3.95902 -2.22576 0.004 -0.001 0.006
H -1.24790 3.67498 -2.96462 0.005 -0.006 0.005
H 2.03296 -4.55075 2.39984 -0.003 0.029 -0.015
B -1.70520 -0.86009 -2.29255 0.011 -0.033 -0.047
N 0.23967 1.63357 -2.35888 0.043 0.001 -0.099
Re -0.19679 -0.37585 -0.33529 0.103 -0.119 -0.035
N 1.24737 -0.84960 1.14525 -0.027 0.007 0.048
H 3.10039 -2.77051 2.79165 -0.008 -0.007 -0.013
C -1.77855 2.87796 -2.46045 0.053 -0.024 -0.005
C -1.77305 0.55893 -1.57783 -0.108 0.126 0.021
C 2.78298 -0.66664 2.74094 -0.008 -0.017 -0.021
H -4.12128 2.95070 4.98854 0.002 0.000 0.001
N -2.08488 -0.10751 1.85849 -0.046 -0.059 -0.015
H -3.17706 0.98140 3.82804 0.004 0.005 -0.005
H -3.65027 -0.01318 -0.64510 0.004 0.001 0.003
H -0.26016 -4.54040 -1.95613 -0.001 -0.015 0.007
C 2.17130 0.39973 -2.16522 0.135 -0.045 0.011
C -1.85675 3.44390 1.89825 -0.002 0.010 -0.020
C 0.60208 -5.74603 -0.40051 0.030 0.002 0.056
C -2.15147 2.17683 2.37208 -0.017 0.010 0.006
F -0.97764 -1.05587 -3.39334 -0.005 0.007 0.022
H 5.82784 -0.20535 -3.29939 0.000 0.002 -0.002
C 0.25152 -4.56344 -1.00290 -0.034 0.030 -0.032
H 2.42100 -1.39713 -1.01810 -0.032 -0.019 0.015
N 0.82402 0.59363 -1.74228 -0.150 0.016 0.076
H 1.50952 -6.67389 1.32997 -0.001 -0.002 -0.005
C 1.25105 -5.74590 0.83946 -0.036 -0.006 -0.066
H -2.16755 5.53730 2.19342 0.001 -0.003 0.001
C 4.19562 -0.90890 -2.09380 -0.003 0.013 -0.001
O -1.55313 -1.01311 1.12786 -0.037 -0.029 0.059
C 4.09006 1.04859 -3.46647 0.015 -0.010 0.003
O 0.14270 -2.24168 -1.05895 0.049 0.087 -0.014
H 4.73224 -1.77095 -1.71817 -0.001 0.001 -0.002
C -2.38934 4.54284 2.55725 0.006 -0.005 -0.009
C 2.88926 -0.69341 -1.68553 0.014 -0.019 -0.031
```
Forces are in eV/Å.


(3)
ORCA calculation (the ωB97M-V functional and the def2-TZVPD basis) on a structure of composition C27H21Br2O6S2.

Results
frontier orbital gap	4.81	eV
multiplicity	1
net charge	-1
HOMO level	-3.83	eV

XYZ file:
```
58
Properties=species:S:1:pos:R:3:forces:R:3
C -3.01561 4.05105 1.66642 0.152 0.194 -0.003
H -2.78315 4.93781 1.08230 -0.047 -0.095 0.178
H 3.95666 0.43886 -3.31171 0.302 0.471 0.008
H 6.07734 -3.18934 -2.00998 0.028 -0.103 0.040
C -1.51570 -0.05821 -1.72060 -0.802 1.496 -1.144
H 2.33305 -3.33512 -2.09289 0.226 -0.090 0.177
C -3.17583 -1.55315 -2.69844 0.391 2.228 0.218
H 3.49083 0.34673 2.31680 -0.125 -0.409 0.100
H 4.61661 -1.52313 3.55826 0.084 -0.095 -0.023
H 0.01367 1.73506 -1.09534 -1.138 2.847 -0.711
H -1.46989 -2.22330 -1.63555 -0.182 0.238 0.051
C 1.14803 -1.61722 -1.73208 -0.355 0.516 0.360
S -0.62310 3.29040 0.65982 1.709 -0.789 0.733
H -3.94068 0.75225 3.47676 0.041 0.309 -0.180
C 2.96589 -0.58334 2.55533 -0.150 -0.130 0.130
O -0.07303 -0.59903 0.23272 0.140 -1.182 1.890
H 4.53938 -4.03503 -2.27535 -0.123 -0.255 -0.090
C 2.90633 -2.83442 3.44618 -0.012 -0.030 0.118
S 0.76848 0.66101 1.13663 2.623 -3.369 1.494
O -5.14386 -0.58654 -3.65826 0.427 0.061 0.101
H -4.83671 4.84620 2.45337 -0.118 -0.127 -0.167
Br -4.58991 2.39257 -3.17285 0.204 -0.007 -0.233
C -3.46020 0.90191 -2.86879 0.356 -1.359 -0.067
H -1.73600 0.97772 2.38238 -0.310 0.235 0.006
O 2.03468 1.09196 0.47184 -1.166 0.506 0.324
H 4.75665 -3.02861 -0.81521 -0.064 0.039 -0.240
H 3.41336 -3.65913 3.94152 -0.095 0.088 -0.059
C -0.25743 0.20953 -0.93906 1.436 -5.592 -0.223
C -2.21303 1.05722 -2.32328 0.169 -0.416 0.947
H -5.51460 2.66164 3.53235 0.191 0.180 -0.201
C -4.20630 3.96891 2.38040 0.025 -0.395 0.138
H -0.10946 -1.98190 2.09778 0.245 -0.038 0.074
O -0.98838 4.14614 -0.42827 -0.089 -0.015 0.121
C -2.11086 2.99276 1.68102 -0.553 -0.009 -0.222
C 2.28857 -2.25893 -2.13708 1.004 0.808 -0.511
H -1.82559 2.08277 -2.30473 -0.021 -0.397 0.414
H 1.91023 1.59164 -2.46860 0.048 0.078 0.040
O 4.61581 -1.97425 -2.62658 1.334 -0.124 -0.612
C 3.15939 -0.08396 -2.82629 0.634 -1.924 0.487
O 0.51055 3.61052 1.51281 -1.168 -0.271 -0.526
C 3.59592 -1.64315 3.22174 -0.495 0.396 -0.309
C -4.56876 2.77041 3.00176 0.234 0.132 0.089
C 1.57697 -2.96269 3.05643 -0.660 0.447 -0.289
C 3.37603 -1.46902 -2.55972 -1.688 0.124 0.631
C -2.44205 1.81060 2.35759 0.344 -0.066 -0.116
C -3.68959 1.69231 2.98231 0.537 0.065 -0.122
C 1.63296 -0.72103 2.16549 -0.452 0.116 -0.621
C 5.00046 -3.13817 -1.88134 -0.387 0.819 -0.110
C 0.99800 -0.23480 -1.72632 1.150 0.819 -0.964
H 0.38288 -2.19223 -1.25691 -0.124 -0.365 -0.013
C 0.92685 -1.88728 2.41476 0.543 -0.711 0.716
C -1.99904 -1.34024 -1.98766 -0.549 -0.528 -0.077
C -0.39400 1.42688 -0.11608 -2.627 6.388 -0.848
Br -3.83246 -3.27025 -3.02793 -0.050 -0.389 -0.012
H -1.47320 1.31527 0.17826 0.743 0.158 -1.303
C -4.02158 -0.42209 -3.13997 -0.564 -0.522 0.107
C 2.02009 0.52005 -2.36060 -1.658 -0.211 0.323
H 0.99432 -3.87458 3.23443 0.453 0.252 -0.019
```
Forces are in eV/Å.


(4)
ORCA calculation (the ωB97M-V functional and the def2-TZVPD basis) on a structure of composition C27H21F3MoN2O6.

Results
frontier orbital gap	4.97	eV
multiplicity	1
net charge	+2
HOMO level	-14.65	eV

XYZ file:
```
60
Properties=species:S:1:pos:R:3:forces:R:3
C -3.60322 4.94468 1.94227 0.006 -0.010 -0.046
C -1.72772 1.81249 1.48104 -0.250 -0.064 -0.243
C 1.29785 -1.76512 -3.79227 0.021 -0.019 0.013
O -0.63126 -1.78884 -0.08825 0.057 -0.505 -0.038
C 0.65923 0.45918 -2.74753 -0.179 -0.067 0.199
C -5.50222 5.54702 3.46586 -0.032 -0.037 -0.042
C 0.09379 -2.85300 1.90247 0.065 0.154 0.073
H -3.61925 5.96526 1.58511 0.018 0.001 0.019
H -0.57258 -3.03042 2.74784 -0.030 -0.011 0.003
H 0.78961 1.00631 3.60636 -0.014 0.002 -0.007
H 1.69165 1.73030 1.61351 -0.057 0.035 -0.062
O 1.85294 -0.03524 -0.65470 0.192 0.187 -0.423
H 2.21707 -1.80067 -3.21916 -0.004 0.021 -0.013
O -1.15065 -3.99710 0.15548 -0.130 -0.007 -0.061
C 0.15817 2.91288 -2.44961 -0.030 0.027 0.011
H 1.11275 1.31799 -5.28806 -0.017 -0.012 0.007
O 1.01238 -1.75529 4.14155 0.045 0.035 0.046
C 1.07286 -1.04818 3.18966 -0.121 -0.354 -0.145
C -3.64953 2.30382 2.87653 -0.019 -0.009 -0.005
H -3.66869 1.27568 3.21142 0.034 0.016 0.034
C 1.55628 0.36977 3.16402 0.019 0.123 -0.052
C -1.02607 -1.71375 -5.32058 0.011 -0.001 0.023
H -5.32309 2.91092 4.06342 0.019 0.006 0.017
F -6.58871 4.95490 3.96739 0.107 0.092 -0.039
Mo 0.34322 -0.31743 0.35697 -0.434 0.183 0.363
N 1.74875 0.72392 1.75011 0.038 -0.168 0.156
H -0.37571 -3.60950 -6.08266 -0.009 -0.005 0.021
C 0.37186 4.45987 -4.27419 -0.009 0.016 0.012
H -0.20219 5.01924 -2.28452 0.009 -0.007 -0.004
C 0.74135 3.41987 -5.11273 0.012 -0.026 0.005
C -2.69333 2.71919 1.92968 0.162 0.038 0.125
C -4.53478 4.52546 2.88937 -0.033 0.046 0.076
O -0.30918 0.27656 -1.62310 0.150 0.290 0.003
C -2.67962 4.04767 1.45618 -0.065 -0.040 -0.041
H -1.17102 0.04585 -2.00129 -0.087 -0.106 0.064
H -0.07887 2.72646 -1.40846 -0.009 -0.023 0.006
H 1.68251 -3.65657 -4.71929 0.005 0.011 -0.006
C -0.72887 -0.65355 -4.48063 -0.046 -0.008 0.000
C -0.92464 0.98409 1.03956 0.176 0.145 -0.120
C 1.00323 -2.81824 -4.64692 -0.025 0.013 0.000
C 0.81103 2.12073 -4.62871 0.059 0.019 -0.024
C 2.00203 0.35797 -2.04552 0.059 -0.154 0.389
H 0.31019 5.46899 -4.65879 0.009 -0.007 0.005
F -5.88544 6.41720 2.52686 0.019 -0.050 0.097
C 0.43607 -0.67653 -3.71241 0.024 -0.035 -0.078
O 3.07444 0.55911 -2.45641 0.045 0.017 -0.100
H 2.67786 0.44129 1.44115 0.051 0.030 -0.055
N 0.60026 -1.48721 1.89874 0.128 0.098 0.102
C 0.50805 1.86327 -3.29746 -0.023 0.033 -0.005
C -4.57027 3.21331 3.34918 -0.021 -0.036 -0.031
C -0.15487 -2.79240 -5.40914 0.001 -0.008 -0.019
C 0.08279 4.20649 -2.93948 0.007 -0.027 -0.034
H -1.92932 -1.69292 -5.91508 0.014 0.007 -0.007
H 0.90736 -3.57744 1.97009 0.003 -0.034 0.025
H 0.97905 3.61621 -6.14940 -0.010 -0.005 0.008
H -1.39593 0.20175 -4.44253 0.025 0.014 -0.015
F -4.89607 6.22605 4.44847 -0.074 -0.039 -0.076
C -0.64698 -3.05298 0.61619 0.080 0.195 -0.143
H -1.95948 4.34746 0.70725 0.032 0.011 0.036
H 2.46877 0.46424 3.74887 0.024 0.008 -0.005
```
Forces are in eV/Å.


Per-record F_max, eV/A: 0.79, 0.17, 6.96, 0.60
Per-record DFT total energy, hartree: -2649.53555, -1898.67462, -7437.04211, -1969.65504